Record 1
Here is a cluster of 14 separate species, C44H72N4O26S2 in total at a distorted geometry from the OMol25 dataset. Energies are from ωB97M-V with the def2-TZVPD basis set.

Each line ends with the Mulliken charge.
Atoms and positions in Å:
C 0.69967 0.00417 -0.78715  1.246
C 0.27462 -0.11411 0.68652  0.761
O -1.00557 -0.81277 0.64738  -0.160
C -1.40206 -0.86074 -0.63966  -0.282
O -2.41484 -1.32038 -1.04876  -0.710
O -0.54235 -0.24617 -1.45925  0.877
H 1.43711 -0.77435 -0.99314  -0.336
H 1.03359 1.00212 -1.05236  -0.686
H 0.17533 0.84709 1.18789  -1.099
H 1.04040 -0.74580 1.13452  0.317
C 1.19755 0.11592 4.62669  0.981
C 0.45707 -1.15034 5.03538  -0.092
O 1.48440 -1.84441 5.78338  -0.399
C 2.71018 -1.34490 5.45593  0.625
O 3.71126 -1.78547 5.86703  -0.526
O 2.58444 -0.26792 4.65722  -0.363
H 1.01641 0.84995 5.41919  -0.388
H 0.99322 0.67937 3.71988  -0.301
H 0.14252 -1.82243 4.23346  0.146
H -0.39014 -0.92141 5.67378  0.300
C 0.37757 -3.89447 -3.56707  0.362
C -0.64567 -2.74774 -3.59229  1.394
O -1.56534 -3.14033 -4.61545  -0.385
C -1.33964 -4.42259 -4.95338  0.464
O -2.00999 -5.06138 -5.69764  -0.585
O -0.25843 -4.92543 -4.29066  -0.417
H 0.65527 -4.08621 -2.53266  0.011
H 1.25400 -3.56564 -4.11759  0.043
H -0.09434 -1.83850 -3.84144  -0.715
H -1.22700 -2.53493 -2.70027  -0.350
C 3.84883 -1.73354 -3.26737  1.125
C 5.38187 -1.82255 -3.09196  -0.329
O 5.60199 -3.19289 -2.68349  -0.376
C 4.43542 -3.84604 -2.55702  0.451
O 4.31932 -4.98979 -2.20594  -0.592
O 3.38263 -3.03330 -2.83396  -0.039
H 3.65571 -1.61528 -4.33179  0.175
H 3.35870 -0.97684 -2.66775  -0.916
H 5.75724 -1.16013 -2.31250  0.190
H 5.88794 -1.63559 -4.03508  0.316
C 4.55685 -1.69855 1.60270  0.487
C 4.95334 -0.35992 2.29643  0.368
O 6.16104 -0.00285 1.63211  -0.360
C 6.64761 -1.07250 0.91603  0.508
O 7.69935 -1.06203 0.37532  -0.538
O 5.78921 -2.10825 1.00788  -0.381
H 3.79404 -1.48406 0.84714  -0.519
H 4.10988 -2.46083 2.23504  0.339
H 5.05329 -0.40019 3.37785  0.268
H 4.17057 0.35194 2.02897  -0.189
C -3.45948 0.22963 -4.23588  0.044
C -3.13209 1.28144 -3.17864  0.769
O -3.01770 2.48467 -3.97853  -0.391
C -2.73693 2.13182 -5.24385  0.586
O -2.41868 2.88356 -6.08835  -0.543
O -2.86555 0.78439 -5.40931  -0.359
H -4.54084 0.08761 -4.27647  0.246
H -2.96288 -0.70894 -4.00345  -0.011
H -2.16669 1.08559 -2.68883  -0.573
H -3.84140 1.38020 -2.35838  0.224
C 2.15382 -6.29244 -0.24332  -0.290
C 3.07290 -5.65654 0.80011  -0.487
O 2.59926 -4.31169 0.84472  -0.089
C 1.33965 -4.27842 0.37446  0.358
O 0.61527 -3.35598 0.55277  -0.342
O 1.00562 -5.43450 -0.20304  -0.319
H 1.82640 -7.27364 0.09672  0.324
H 2.63426 -6.38511 -1.21246  0.222
H 4.10113 -5.69937 0.44692  0.327
H 3.02295 -6.17897 1.75651  0.321
C -5.82689 -1.53778 0.37305  0.015
C -6.34307 -1.33963 1.78030  -0.495
O -5.49997 -0.26821 2.23233  -0.430
C -5.14851 0.48113 1.15833  0.739
O -4.74205 1.58963 1.29958  -0.500
O -5.39361 -0.18047 0.00411  -0.310
H -6.53238 -1.93344 -0.34816  0.330
H -4.97373 -2.21728 0.40174  0.006
H -6.22516 -2.22153 2.39546  0.340
H -7.39499 -1.04244 1.73662  0.265
C -4.90609 3.78466 4.27487  -1.006
C -4.23356 2.75209 5.17564  -0.726
C -3.94944 1.40786 4.50838  0.137
C -2.71882 1.42698 3.71149  -0.054
N -1.74556 1.46119 3.12242  -0.020
H -4.22292 4.11693 3.48667  0.178
H -5.32239 4.60570 4.84501  0.430
H -5.68907 3.27444 3.70587  0.257
H -4.96704 2.51910 5.95707  0.400
H -3.35583 3.14327 5.69305  0.353
H -4.71630 1.14793 3.77708  -0.105
H -3.87337 0.58992 5.22284  0.422
C 4.39296 3.83350 0.79049  -1.321
C 3.53466 4.08315 -0.45146  0.454
C 3.83066 3.12036 -1.59069  0.127
C 3.82376 1.71549 -1.20078  -0.171
N 3.85214 0.60528 -0.86232  0.056
H 4.30832 2.79778 1.14410  0.154
H 4.00397 4.40758 1.62832  0.434
H 5.45805 3.98455 0.61226  0.384
H 3.68135 5.09427 -0.82303  0.556
H 2.51081 3.95281 -0.08392  -0.652
H 4.85144 3.29159 -1.94246  0.648
H 3.10487 3.28071 -2.38386  -0.524
C 2.54590 3.14638 -5.45239  -1.255
C 1.23081 2.92253 -4.70379  -0.355
C 1.27418 1.63880 -3.88086  3.109
C 1.41976 0.47760 -4.77104  -0.034
N 1.54363 -0.47317 -5.41998  -0.761
H 2.53293 3.91704 -6.22131  0.404
H 2.81673 2.22403 -5.97903  0.319
H 3.37190 3.37591 -4.77117  0.213
H 0.42076 2.83230 -5.43044  0.440
H 1.00356 3.78222 -4.07335  0.262
H 0.33726 1.50724 -3.33983  -0.959
H 2.11736 1.56681 -3.19617  -1.291
C 1.31397 3.82813 3.26123  -0.309
C 0.63483 4.76918 4.24565  -0.936
C -0.34188 4.15716 5.25161  0.238
C 0.22806 3.21817 6.21347  0.262
N 0.71415 2.52298 6.99371  -0.539
H 1.92311 3.02466 3.67517  0.419
H 1.98328 4.44571 2.65051  0.124
H 0.65202 3.41892 2.49795  -0.165
H 0.19300 5.58141 3.66519  0.367
H 1.41972 5.27854 4.81686  0.356
H -1.24231 3.75012 4.79051  -0.397
H -0.65510 5.00034 5.88528  0.419
C -1.99928 2.99752 0.16335  -1.089
S -0.31081 3.58691 -0.03190  1.145
O 0.09172 3.16582 -1.40744  -0.673
C -0.65750 5.35447 -0.01404  -1.344
H -2.54108 3.13512 -0.77772  0.510
H -2.55991 3.43303 0.98164  0.490
H -1.91232 1.91389 0.24280  -0.264
H -0.98369 5.60962 0.99818  0.372
H -1.39409 5.58312 -0.77848  0.425
H 0.25495 5.93867 -0.13175  0.362
C -6.58385 -5.84579 -1.34288  -0.966
S -5.19221 -5.80124 -0.19358  0.385
O -5.47966 -4.66318 0.72527  -0.552
C -4.02643 -5.13772 -1.35671  -0.784
H -6.74427 -4.86740 -1.79320  0.273
H -7.44145 -6.05709 -0.70586  0.349
H -6.40584 -6.60617 -2.09891  0.386
H -4.29780 -4.14443 -1.70029  0.166
H -3.96160 -5.84475 -2.18985  0.481
H -3.00777 -5.13084 -0.97067  0.286

Forces on atoms 1 to 3 (eV/Å):
-0.69 0.05 0.72
0.46 -0.41 -0.33
0.81 0.51 -0.54

The value obtained for the HOMO energy is -0.348 hartree.

Record 2
Here is a structure of composition C44H73Br9Cl4NO16 at a distorted geometry from the OMol25 dataset. Energies are from ωB97M-V with the def2-TZVPD basis set.

Each line ends with the Mulliken charge.
Atoms and positions in Å:
C -14.39891 2.45675 -31.16155  -1.289
C -13.43783 1.61860 -32.13807  -0.633
C -14.20399 0.45034 -32.85750  -0.588
C -13.27538 -0.59132 -33.49537  -1.271
N -13.82450 -2.02488 -33.63239  1.474
C -14.82551 -2.07600 -34.78014  -0.757
C -14.83668 -3.48734 -35.24894  -0.921
C -13.37444 -4.01154 -35.11982  -0.581
C -12.69149 -2.99093 -34.18593  -0.985
C -14.33856 -2.51716 -32.26519  -1.389
H -14.35829 2.01606 -30.16543  0.337
H -15.45397 2.50951 -31.43017  0.330
H -14.06895 3.48942 -31.04838  0.375
H -12.69688 1.18209 -31.46832  0.372
H -12.95369 2.20563 -32.91852  0.429
H -14.93274 0.82004 -33.57886  0.422
H -14.88387 0.03001 -32.11643  0.264
H -12.32988 -0.68467 -32.96113  0.472
H -12.83752 -0.28831 -34.44646  0.490
H -15.74523 -1.73629 -34.30390  0.388
H -14.45879 -1.47750 -35.61406  0.406
H -15.51804 -4.12519 -34.68591  0.417
H -15.05561 -3.44771 -36.31601  0.381
H -13.45176 -4.92596 -34.53163  0.200
H -12.91287 -4.26835 -36.07329  0.512
H -12.21253 -3.51233 -33.35716  0.424
H -12.00543 -2.36502 -34.75660  0.287
H -15.21606 -1.94461 -31.96471  0.316
H -13.56433 -2.45660 -31.50033  0.376
H -14.60155 -3.56586 -32.40366  0.402
O -13.37943 3.70612 -38.77404  -0.726
C -14.39298 4.71148 -38.54997  -0.402
C -14.03247 6.22768 -38.25428  -0.271
O -12.78327 6.72459 -38.73275  -0.779
H -15.15606 4.36739 -37.85181  0.253
H -14.93339 4.60875 -39.49098  0.182
H -14.10620 6.36866 -37.17595  0.163
H -14.83419 6.87878 -38.60271  0.205
O -7.50059 -0.23870 -41.05722  -0.603
C -7.61494 -1.45145 -41.39289  0.506
O -7.36794 -1.89380 -42.62738  -0.333
C -7.23416 -3.30368 -42.64820  -0.341
C -7.41817 -3.85534 -41.21624  -0.456
C -7.77854 -2.61526 -40.44605  -0.310
H -6.30046 -3.60888 -43.12058  0.284
H -8.02362 -3.77301 -43.23519  0.245
H -6.54350 -4.37768 -40.82869  0.278
H -8.23529 -4.57311 -41.14391  0.232
H -7.05292 -2.47507 -39.64485  0.203
H -8.78666 -2.67326 -40.03568  0.290
O -21.86700 -5.70591 -43.11674  -0.588
C -21.51551 -5.17875 -42.08440  0.561
O -22.21674 -5.26779 -40.95848  -0.354
C -21.66985 -4.49302 -39.85360  -0.404
C -20.64904 -3.57706 -40.55062  -0.535
C -20.23284 -4.36282 -41.81421  -0.405
H -21.29402 -5.17476 -39.09064  0.279
H -22.46500 -3.88031 -39.42884  0.275
H -19.75589 -3.31881 -39.98168  0.354
H -21.14761 -2.65875 -40.86084  0.267
H -19.32317 -4.96165 -41.76936  0.297
H -20.05527 -3.59985 -42.57213  0.247
O -5.20528 -3.40048 -33.19919  -0.543
C -5.73828 -3.51646 -32.14064  0.441
O -5.97392 -4.76591 -31.63497  -0.333
C -6.72664 -4.64357 -30.43793  -0.417
C -7.07741 -3.16265 -30.17893  -0.586
C -6.15142 -2.36997 -31.17777  -0.324
H -6.08932 -5.05092 -29.65307  0.239
H -7.60633 -5.28634 -30.47076  0.323
H -7.04289 -2.84696 -29.13622  0.348
H -8.14337 -3.12912 -30.40415  0.255
H -5.32861 -1.86763 -30.66909  0.306
H -6.76266 -1.74534 -31.82916  0.251
O -13.45788 -9.91645 -30.52396  -0.595
C -14.31974 -10.28677 -29.71028  0.499
O -15.65899 -9.92822 -29.84807  -0.329
C -16.34671 -10.57583 -28.76912  -0.430
C -15.27229 -10.94416 -27.73152  -0.472
C -14.12869 -11.29099 -28.65651  -0.331
H -16.86800 -11.43149 -29.19831  0.252
H -17.12569 -9.91897 -28.38204  0.313
H -15.60275 -11.74594 -27.07119  0.303
H -15.02267 -10.19823 -26.97695  0.280
H -14.13645 -12.29380 -29.08361  0.243
H -13.15146 -11.13879 -28.19829  0.256
O -21.15598 -4.61352 -31.01488  -0.627
C -21.91144 -4.13475 -30.13716  0.526
O -21.41542 -3.47062 -29.08994  -0.331
C -22.31596 -2.86064 -28.19921  -0.339
C -23.61444 -3.04696 -29.00591  -0.608
C -23.39514 -4.19172 -29.99705  -0.304
H -22.07629 -1.81006 -28.03509  0.274
H -22.39390 -3.35633 -27.23157  0.256
H -23.84651 -2.16023 -29.59576  0.264
H -24.50812 -3.23223 -28.40998  0.364
H -23.91749 -3.93313 -30.91813  0.250
H -23.76623 -5.12521 -29.57399  0.264
O -8.01326 4.02600 -27.44094  -0.579
C -7.88079 5.24777 -27.40029  0.502
O -8.30767 5.94945 -26.29195  -0.340
C -8.28889 7.32617 -26.42037  -0.395
C -8.29439 7.60316 -27.91457  -0.418
C -7.55548 6.34076 -28.50817  -0.474
H -7.32943 7.55419 -25.95609  0.271
H -9.08728 7.81000 -25.85771  0.286
H -7.70091 8.48713 -28.14796  0.283
H -9.33283 7.65820 -28.24123  0.283
H -6.46582 6.32056 -28.48983  0.258
H -7.86120 6.01593 -29.50273  0.318
O -15.58739 -3.91425 -24.76988  -0.590
C -15.00358 -2.86419 -24.45825  0.427
O -14.65702 -1.81494 -25.27431  -0.311
C -13.86529 -0.82208 -24.67424  -0.326
C -14.00758 -1.17847 -23.19036  -0.600
C -14.50195 -2.59297 -23.08262  -0.271
H -14.36557 0.13413 -24.82751  0.249
H -12.82218 -0.74517 -24.98099  0.301
H -14.74962 -0.56216 -22.68279  0.229
H -13.06034 -0.96248 -22.69620  0.364
H -15.31494 -2.64883 -22.35872  0.269
H -13.64831 -3.24363 -22.89275  0.236
C -10.82378 10.31801 -33.39654  -0.232
Cl -9.07968 10.79001 -33.27054  -0.162
Cl -11.79437 11.59187 -32.68637  -0.148
H -11.18321 10.16120 -34.41355  0.300
H -10.98800 9.38667 -32.85457  0.241
C -14.13704 -1.43341 -43.32184  -0.232
Cl -14.90637 -1.35295 -44.92237  -0.159
Cl -13.64222 -3.04074 -42.85563  -0.156
H -13.24792 -0.80307 -43.30767  0.277
H -14.92497 -1.03764 -42.68103  0.260
C -16.13415 6.90829 -20.91859  -0.298
Br -15.02323 6.74461 -22.50233  -0.001
Br -15.15670 6.78592 -19.24034  -0.006
Br -17.64618 5.59179 -20.76712  -0.039
H -16.60163 7.88445 -21.04769  0.330
C -15.03000 -11.80557 -39.64861  -0.307
Br -16.52639 -10.73685 -40.28983  -0.003
Br -15.18763 -11.90026 -37.67451  -0.025
Br -13.34314 -11.17892 -40.32828  0.008
H -15.12906 -12.84080 -39.97509  0.322
C -22.21927 2.70238 -33.32852  -0.280
Br -22.67331 0.98457 -34.10707  -0.046
Br -21.16573 2.47619 -31.63234  -0.084
Br -23.89280 3.78325 -33.17293  -0.065
H -21.65469 3.26076 -34.07523  0.326

Forces on atoms 1 to 3 (eV/Å):
0.83 -0.42 -0.67
-1.62 -0.16 0.25
-0.28 0.23 0.47

The value obtained for the relative energy (zero: lowest compared OMol25 entry of this formula, charge and spin) is 106.1 kcal per mole. The value obtained for the HOMO energy is -0.023 hartree. Its net charge is -1.